1.
C4H5N3O | wB97M-V/def2-TZVPD

```
13
Properties=species:S:1:pos:R:3:forces:R:3
C -0.5231 1.6056 0.3840 -0.42 -0.40 0.23
C -1.2651 0.3722 -0.2088 0.26 0.19 -0.40
C 1.3473 -1.9853 -0.2314 -0.53 -0.63 -0.15
C 0.9988 0.0291 0.0583 -0.03 -0.73 0.45
H -0.7998 2.5217 -0.1071 0.19 0.33 -0.30
H -0.7481 1.7194 1.4545 0.20 -0.19 -0.24
H -1.5319 0.5011 -1.2844 -0.09 -0.07 0.84
H -2.1080 0.1227 0.4292 -0.19 -0.14 -0.31
H 1.9029 -2.9416 -0.3099 -0.72 0.82 -0.03
N -0.1804 -0.5733 -0.0841 0.44 -0.37 -0.33
N 0.0210 -1.8973 -0.3512 0.47 -0.24 0.26
N 1.9981 -0.8208 0.0291 0.12 0.84 -0.08
O 0.8882 1.3465 0.2216 0.30 0.60 0.04
```
Positions in Å, forces in eV/Å.

2S+1	1
DFT total energy	-394.90188	hartree
SMILES	c1nc2n(n1)CCO2
HOMO level	-9.20	eV
HOMO-LUMO gap	9.9258	eV
LUMO energy	0.02661	Eh

Results of the Löwdin charge analysis, in e, for atoms 1 through 5: atom 1 (C): -0.1017, atom 2 (C): -0.0606, atom 3 (C): -0.2182, atom 4 (C): -0.4261, atom 5 (H): 0.1176

---

2.
C3H9N3O | wB97M-V/def2-TZVPD

```
16
Properties=species:S:1:pos:R:3:forces:R:3
C -0.3644 1.4135 0.3620 2.27 -1.20 -3.01
C 0.7859 -0.3791 -1.6080 -0.75 0.61 -0.12
N -0.1034 -0.6030 1.8501 -0.30 -0.52 -0.84
N -0.6034 -1.6435 0.9541 -0.44 -0.39 0.55
C 0.6515 -0.9262 0.6941 -0.16 0.54 2.16
O -1.5670 1.1632 -0.2414 -0.50 0.82 -0.29
N 0.7716 0.1070 -0.2423 -0.78 1.47 2.41
H -1.5473 1.5813 -1.1139 -0.17 -0.35 0.13
H -0.4041 -0.2622 2.7563 0.71 -0.83 -0.41
H -1.3486 -1.2377 0.3829 0.18 0.29 -0.05
H 0.3039 2.1355 -0.0969 -0.62 0.64 -0.40
H -0.5198 1.7314 1.3910 0.55 -1.23 0.10
H 1.5339 -1.5498 0.8521 -0.05 -0.03 -0.31
H 0.9777 0.4577 -2.2831 0.03 -0.10 -0.09
H 1.5860 -1.1166 -1.7443 0.00 0.20 0.20
H -0.1526 -0.8714 -1.9128 0.04 0.08 -0.03
```
Positions in Å, forces in eV/Å.

2S+1	1
DFT total energy	-359.01128	hartree
SMILES	CN(CO)C1NN1
HOMO level	-7.86	eV
HOMO-LUMO gap	8.5420	eV
LUMO energy	0.02494	Eh

Results of the Löwdin charge analysis, in e, for atoms 1 through 5: atom 1 (C): -0.1226, atom 2 (C): -0.1273, atom 3 (N): -0.0565, atom 4 (N): 0.0426, atom 5 (C): -0.4466

---

3.
C16H14AsBrF5IReS5Se2 | wB97M-V/def2-TZVPD

```
46
Properties=species:S:1:pos:R:3:forces:R:3
Re 7.6541 11.6905 8.2191 0.41 -0.86 -0.89
F 6.4812 11.6013 15.5200 -0.22 -0.51 -0.62
C 6.7483 11.8302 14.2296 1.16 0.48 -0.40
C 5.9511 12.6980 13.4958 0.37 -0.46 0.07
F 4.7075 12.9570 13.8734 -0.08 0.44 0.38
C 6.4782 13.3036 12.3680 0.27 -0.71 -1.16
F 5.7904 14.3274 11.8640 -0.18 -0.39 -0.41
C 7.6429 12.8280 11.7077 0.16 0.32 1.57
S 8.1391 13.3771 10.1166 -0.17 -0.11 -0.76
C 8.5319 12.0875 12.5435 -1.96 0.17 0.34
F 9.8289 12.1001 12.2702 0.06 -0.76 -0.10
C 8.0256 11.5077 13.7220 1.31 0.60 1.59
F 8.9068 10.9792 14.6659 -1.01 0.41 -1.53
S 4.8807 8.1409 6.5022 0.34 1.19 -0.42
As 5.6704 10.0682 6.0661 0.03 -1.01 0.30
S 5.4437 11.3377 8.0332 -0.70 -0.20 0.14
S 7.9868 9.9940 6.5534 -1.09 0.68 0.25
S 5.1626 11.2679 4.4064 0.41 -0.59 0.70
C 11.3343 12.1063 9.0427 0.99 0.64 -0.89
Se 10.1065 12.2240 7.4573 0.24 -0.04 0.66
C 9.8977 14.1848 7.0477 0.61 -0.31 0.45
C 8.4773 14.7620 6.9962 0.26 0.12 -2.96
Se 7.3411 13.2645 6.2169 0.89 1.28 0.71
C 5.6161 14.0589 6.3680 -0.62 0.64 -0.33
H 11.2255 12.8089 9.8918 -0.69 -0.54 -0.60
H 12.3340 12.3146 8.5915 -0.66 -0.38 0.39
H 11.2662 11.0405 9.3065 -0.04 0.49 0.12
H 10.5889 14.3179 6.1444 -1.24 0.32 1.53
H 10.2219 14.5458 8.0109 1.21 0.60 -0.12
H 8.5499 15.6253 6.2122 -0.60 -1.45 1.49
H 8.0511 15.0943 7.9468 0.27 -0.20 -0.20
H 5.5572 14.9365 5.6898 0.07 -0.64 0.37
H 5.3366 14.3182 7.3854 0.30 0.03 0.08
H 4.9901 13.2396 6.0244 -0.31 0.29 -0.16
Br 10.9720 7.8595 10.0540 -0.31 -0.03 0.20
C 9.3266 7.0097 9.7321 -1.11 -2.95 -1.73
C 9.3515 5.5937 9.2836 -0.47 2.50 0.23
C 8.2220 5.0366 8.7068 -0.54 0.78 0.26
C 6.9580 5.6855 8.6175 1.09 0.64 1.03
C 6.8700 6.9521 9.1498 1.03 0.82 0.67
C 8.0751 7.5820 9.6184 -0.46 0.86 -0.16
I 7.8845 9.6471 10.1678 0.12 -0.28 0.78
H 10.3051 5.0913 9.3056 -0.02 -0.21 -0.01
H 8.2694 4.0685 8.2846 0.31 -0.96 -0.22
H 6.0630 5.2325 8.2246 0.12 -0.28 -0.19
H 5.9396 7.5255 9.2559 0.46 -0.41 -0.44
```
Positions in Å, forces in eV/Å.

2S+1	4
DFT total energy	-13096.89872	hartree
expectation value of S²	3.79
HOMO level (spin up / spin down)	-7.94 / -7.95	eV
HOMO-LUMO gap (spin up / spin down)	6.8823 / 6.0462	eV
LUMO energy (spin up / spin down)	-0.03886 / -0.07007	Eh

Results of the Löwdin charge analysis, in e, for atoms 1 through 5: atom 1 (Re): 0.0316, atom 2 (F): 0.1279, atom 3 (C): -0.1269, atom 4 (C): -0.1571, atom 5 (F): 0.1358

---

4.
C12H18N6O2PdS | wB97M-V/def2-TZVPD

```
40
Properties=species:S:1:pos:R:3:forces:R:3
Pd -0.2759 -1.5196 -0.8528 -0.52 0.04 0.35
C 4.2427 2.0597 1.0057 -0.01 0.02 0.01
C 4.1986 1.8021 -0.4935 -0.01 0.16 -0.10
N 3.7608 0.4603 -0.8248 -0.07 -0.22 0.01
C 2.4761 0.0485 -0.8573 -0.28 0.30 0.06
S 2.1323 -1.6008 -1.1449 0.40 -0.27 -0.01
N 1.5514 1.0209 -0.6514 -0.15 -0.32 -0.07
N 0.3043 0.6052 -0.7979 0.28 0.39 0.08
C -0.6690 1.6071 -0.5479 0.02 -0.21 -0.06
C -0.2461 3.0308 -0.4885 -0.11 0.10 -0.02
C -2.0024 1.1703 -0.4856 0.21 0.08 -0.02
C -3.1031 2.0594 -0.3467 -0.16 0.06 0.01
C -4.3843 1.5724 -0.3498 0.08 0.09 0.00
C -4.5998 0.1979 -0.4923 -0.01 -0.05 -0.01
C -3.4885 -0.6210 -0.6207 -0.01 0.04 0.02
N -2.2420 -0.1795 -0.6143 0.12 -0.12 0.02
H 4.6164 3.0627 1.2129 0.00 0.02 -0.01
H 4.8968 1.3456 1.5066 0.02 -0.02 0.00
H 3.2436 1.9696 1.4310 -0.02 -0.01 0.00
H 5.1856 1.9316 -0.9420 -0.02 0.01 0.06
H 3.5245 2.5057 -0.9818 0.04 0.00 0.04
H 4.4515 -0.2698 -0.8691 -0.02 -0.03 -0.04
H 0.6779 3.1309 0.0767 0.01 -0.04 0.03
H -1.0068 3.6678 -0.0445 0.02 -0.01 -0.02
H -0.0309 3.4054 -1.4944 0.00 -0.01 -0.02
H -2.9330 3.1214 -0.2519 -0.01 -0.02 0.00
H -5.2200 2.2524 -0.2513 -0.01 0.00 0.01
H -5.5918 -0.2283 -0.5104 -0.02 0.02 0.01
H -3.6102 -1.6921 -0.7378 0.01 -0.01 0.00
N -0.1807 -1.9351 1.4423 0.21 0.13 0.03
N -0.2703 -3.2458 1.9520 -0.08 -0.04 -0.20
C -0.0708 -4.3916 1.1635 -0.03 -0.05 0.35
O 0.3672 -5.3859 1.6921 0.06 0.12 -0.07
O -0.4513 -4.3745 -0.0965 0.09 -0.11 0.04
H 0.7013 -1.5033 1.6997 0.01 -0.03 -0.02
H -0.9511 -1.3762 1.7901 -0.01 -0.03 0.04
H 0.1447 -3.3881 2.8609 0.01 0.02 0.00
C -1.3167 -3.3480 -0.6059 -0.04 0.05 -0.58
H -2.1623 -3.2162 0.0768 0.02 -0.06 0.00
H -1.6686 -3.7520 -1.5561 -0.03 0.03 0.06
```
Positions in Å, forces in eV/Å.

2S+1	5
DFT total energy	-1473.00566	hartree
expectation value of S²	6.04
HOMO level (spin up / spin down)	-6.09 / -8.23	eV
HOMO-LUMO gap (spin up / spin down)	6.5692 / 6.1958	eV
LUMO energy (spin up / spin down)	0.01750 / -0.07493	Eh

Results of the Löwdin charge analysis, in e, for atoms 1 through 5: atom 1 (Pd): 0.6860, atom 2 (C): -0.0897, atom 3 (C): -0.2519, atom 4 (N): -0.0284, atom 5 (C): -0.8131

---

5.
C3H14NO2S2 | wB97M-V/def2-TZVPD

```
22
Properties=species:S:1:pos:R:3:forces:R:3
N -0.1312 1.1437 1.4844 1.32 1.12 0.21
C 0.5377 1.2527 0.0842 -2.44 -0.42 0.45
C -0.1607 2.3461 -0.6953 -0.50 0.48 -0.74
C 0.5352 -0.1668 -0.4938 -0.16 0.80 0.58
S 1.9802 -1.0778 0.0829 0.51 0.05 -0.91
S 1.4492 -2.4805 1.4824 -0.45 -0.17 0.98
H -0.2223 2.0628 1.9314 -0.36 -0.02 -0.45
H -1.0038 0.6157 1.5461 -0.20 -0.43 -0.20
H 0.5874 0.7180 2.0567 -0.02 -0.90 0.38
H 1.5014 1.5248 0.3691 1.77 0.59 0.02
H 0.4431 3.2487 -0.7347 0.13 0.02 -0.02
H -0.3792 2.0568 -1.7220 0.33 -0.16 -0.08
H -1.1447 2.6732 -0.3407 0.15 -0.35 0.44
H -0.3927 -0.6265 -0.1810 -0.11 -0.49 -0.23
H 0.5627 -0.1327 -1.5764 0.13 -0.16 -0.16
H 0.1610 -2.7063 1.1788 0.09 -0.05 -0.40
H 0.1050 -2.3857 -3.7271 0.09 -0.06 -0.05
H 1.5096 -2.5454 -3.1211 -0.02 -0.05 -0.05
O 0.7173 -2.0009 -3.0930 -0.10 0.15 0.14
H -1.9668 -1.2776 2.5737 -0.17 -0.19 -0.06
H -2.7878 -1.1616 1.2643 -0.12 -0.11 0.10
O -1.9009 -1.0806 1.6311 0.14 0.35 0.06
```
Positions in Å, forces in eV/Å.

2S+1	1
DFT total energy	-1124.06114	hartree
HOMO level	-11.52	eV
charge	+1
HOMO-LUMO gap	8.3556	eV
LUMO energy	-0.11619	Eh

Results of the Löwdin charge analysis, in e, for atoms 1 through 5: atom 1 (N): 0.2057, atom 2 (C): -0.3677, atom 3 (C): -0.0275, atom 4 (C): -0.4973, atom 5 (S): 0.4788

---

6.
C42H69BrN3O6 | wB97M-V/def2-TZVPD

```
121
Properties=species:S:1:pos:R:3:forces:R:3
C 6.5537 2.6676 1.4130 1.07 -0.39 -0.13
C 7.4601 1.7934 0.4671 -0.03 -0.58 0.95
C 6.6802 0.7009 -0.3616 0.65 0.92 -1.21
Br 6.1531 -0.8249 0.7751 0.01 0.51 -0.29
C 5.5170 1.2537 -1.2259 -0.69 -0.17 0.48
C 4.2132 1.5991 -0.9361 2.34 -0.33 -0.68
C 3.4983 1.5513 0.4480 -1.71 0.52 -0.43
C 1.9335 1.5636 0.2837 -2.17 -0.75 -0.04
C 1.1906 2.7307 -0.1786 -0.48 -0.50 0.13
C -0.2435 2.7553 -0.3670 1.17 -2.33 1.05
C -1.0001 1.5487 -0.0339 0.71 0.06 -0.15
C -2.5597 1.5373 -0.1825 0.48 -0.61 1.07
C -0.3058 0.3740 0.4458 1.47 1.25 -0.42
C 1.1527 0.3618 0.5906 -0.71 1.84 -0.59
C 3.6829 2.0262 -2.3296 -1.15 0.29 -0.53
O 2.5959 2.3160 -2.7248 0.14 -0.07 0.91
O 4.6831 2.0224 -3.3301 0.93 -1.01 1.93
C 5.8005 1.4492 -2.7342 -0.23 0.38 0.89
O 6.8092 1.2012 -3.3156 -0.29 0.04 0.06
H 7.2091 3.0012 2.2648 -0.76 0.00 -0.86
H 6.1624 3.5469 0.8499 -0.01 -0.69 0.67
H 5.7632 2.0215 1.8627 0.47 0.68 -0.45
H 8.1613 1.2185 1.1375 -0.62 0.44 -0.78
H 8.1332 2.4094 -0.1901 -0.94 -0.51 0.36
H 7.4305 0.2793 -1.0849 -0.89 0.21 0.70
H 3.7404 2.4396 1.0967 0.10 -0.68 -0.98
H 3.7750 0.6560 1.0648 -0.02 0.68 -0.92
H 1.7401 3.6734 -0.4322 -0.41 -1.02 0.29
H -0.7564 3.6604 -0.7511 0.45 -0.74 0.35
H -2.9663 2.2781 0.5627 0.20 -0.48 -1.02
H -2.8966 1.7552 -1.2243 0.28 -0.01 0.89
H -2.9834 0.5316 0.1453 0.63 1.19 -0.62
H -0.8669 -0.5560 0.6893 0.37 0.90 -0.25
H 1.6704 -0.5565 0.9586 -0.52 0.91 -0.34
C -3.8683 -4.9882 1.9664 -0.24 -0.32 -0.10
C -3.8416 -3.4368 1.9234 0.92 -1.72 0.96
C -4.6658 -2.8629 3.0906 -0.38 0.37 -0.11
C -6.1726 -2.9812 2.8924 -0.05 -0.04 0.00
C -6.5885 -2.3945 1.5477 0.29 0.17 0.43
C -5.8015 -2.9887 0.3693 -1.63 -1.17 -1.07
N -4.3271 -2.9665 0.5920 -0.09 3.29 1.17
O -3.9088 -1.7218 0.4211 0.06 -1.26 -0.44
C -6.2793 -4.4355 0.1138 0.06 -0.27 0.27
C -6.2053 -2.2381 -0.9151 0.57 0.45 0.05
C -2.3639 -3.0736 2.1725 0.00 0.61 -0.47
H -2.9828 -5.3996 2.4550 -0.04 0.24 0.07
H -4.7281 -5.3803 2.5141 -0.02 0.03 -0.13
H -3.8767 -5.4209 0.9640 -0.05 0.11 0.04
H -4.4222 -1.8023 3.2264 0.09 -0.05 -0.17
H -4.3849 -3.3589 4.0243 0.18 -0.10 -0.17
H -6.4920 -4.0249 2.9701 0.03 0.01 -0.04
H -6.6899 -2.4489 3.6957 0.04 -0.05 -0.03
H -7.6607 -2.5539 1.4004 0.11 -0.07 -0.22
H -6.4454 -1.3085 1.5814 0.14 -0.05 -0.12
H -5.6825 -4.9126 -0.6670 0.02 0.06 0.06
H -7.3196 -4.4460 -0.2208 0.10 0.21 0.01
H -6.2484 -5.0649 1.0015 0.10 0.00 -0.03
H -6.0389 -1.1624 -0.8396 0.17 -0.11 0.04
H -7.2694 -2.3730 -1.1201 0.07 -0.19 0.21
H -5.6514 -2.6113 -1.7799 0.03 0.02 0.08
H -1.7250 -3.4413 1.3652 -0.07 0.03 0.01
H -2.0136 -3.5226 3.1052 -0.26 -0.13 -0.07
H -2.2072 -1.9980 2.2734 -0.10 -0.02 -0.18
C 1.6126 0.4169 6.7339 0.19 -0.13 0.36
C 1.3672 -0.1110 5.2948 -0.67 1.55 1.37
C 0.1441 -1.0483 5.2820 0.10 -0.54 -0.22
C 0.4181 -2.4198 5.8944 -0.04 0.03 0.04
C 1.6437 -3.0614 5.2566 -0.49 0.24 -0.19
C 2.8798 -2.1508 5.2959 1.22 -1.04 1.46
N 2.6068 -0.7735 4.7874 -1.78 -1.27 -2.81
O 2.5370 -0.8261 3.4627 0.68 0.47 1.21
C 3.4176 -2.0822 6.7425 -0.20 0.14 0.27
C 4.0055 -2.8346 4.5107 0.02 0.34 -0.70
C 1.0015 1.1479 4.4826 0.30 -0.29 -0.67
H 1.1758 1.4055 6.8871 -0.11 -0.12 -0.20
H 1.1790 -0.2296 7.5004 0.12 -0.03 -0.04
H 2.6773 0.5313 6.9474 -0.06 -0.08 -0.07
H -0.1961 -1.1958 4.2497 0.17 0.09 -0.02
H -0.6906 -0.5791 5.8105 0.18 0.21 -0.01
H 0.5480 -2.3397 6.9780 0.03 0.02 -0.03
H -0.4502 -3.0682 5.7437 0.02 0.06 0.03
H 1.8594 -4.0090 5.7592 0.24 0.13 -0.01
H 1.4025 -3.3171 4.2184 0.13 0.15 -0.03
H 4.2506 -1.3795 6.8174 -0.07 0.00 -0.05
H 3.7868 -3.0591 7.0648 -0.05 0.01 -0.23
H 2.6619 -1.7969 7.4721 0.03 0.09 -0.05
H 3.7147 -3.0584 3.4829 0.00 0.20 0.04
H 4.2857 -3.7872 4.9649 -0.19 0.15 0.23
H 4.8984 -2.2046 4.4877 -0.06 0.00 -0.04
H 1.8394 1.8491 4.4423 -0.01 -0.08 0.01
H 0.1563 1.6652 4.9427 0.11 -0.20 0.20
H 0.6977 0.9157 3.4603 0.20 -0.06 0.02
C -1.2914 1.1378 -7.9466 0.14 -0.35 0.17
C -1.2836 2.6780 -7.7536 -0.30 -1.52 -1.46
C 0.0628 3.2604 -8.2220 0.28 0.30 0.33
C 1.2135 2.9934 -7.2581 0.01 -0.03 0.01
C 0.8509 3.4395 -5.8460 0.06 0.22 -0.45
C -0.4707 2.8330 -5.3511 0.73 -1.40 1.59
N -1.5855 3.0034 -6.3285 0.80 3.37 -0.53
O -1.9866 4.2659 -6.2731 -0.32 -1.31 0.18
C -0.2594 1.3347 -5.0401 0.12 -0.26 -0.23
C -0.8038 3.4457 -3.9785 -0.39 0.52 -0.21
C -2.3734 3.1886 -8.7166 -0.22 0.57 0.44
H -1.7817 0.8442 -8.8772 0.08 0.24 -0.02
H -0.2862 0.7123 -7.9847 -0.05 0.02 0.12
H -1.8451 0.6332 -7.1524 0.08 0.11 0.01
H -0.0302 4.3456 -8.3493 -0.17 -0.06 0.09
H 0.3185 2.8616 -9.2081 -0.25 -0.09 0.03
H 1.4867 1.9338 -7.2664 -0.04 0.01 0.02
H 2.1033 3.5350 -7.5920 -0.05 -0.05 -0.01
H 1.6635 3.1740 -5.1634 -0.24 -0.09 0.13
H 0.7875 4.5337 -5.8309 -0.20 -0.04 0.01
H -1.2014 0.8561 -4.7612 0.00 0.07 -0.06
H 0.4305 1.2076 -4.2018 -0.07 0.24 -0.04
H 0.1760 0.7778 -5.8683 -0.10 0.01 -0.04
H -0.8646 4.5353 -4.0095 -0.14 -0.08 -0.16
H -0.0282 3.2013 -3.2494 0.06 -0.21 -0.26
H -1.7521 3.0598 -3.5947 0.01 0.02 -0.08
H -3.3610 2.8205 -8.4264 0.07 0.02 0.04
H -2.1748 2.8427 -9.7338 0.18 -0.16 0.19
H -2.4129 4.2776 -8.7662 -0.03 -0.06 0.22
```
Positions in Å, forces in eV/Å.

2S+1	4
DFT total energy	-4831.24157	hartree
expectation value of S²	3.76
HOMO level (spin up / spin down)	-8.37 / -8.49	eV
HOMO-LUMO gap (spin up / spin down)	7.6143 / 7.7374	eV
LUMO energy (spin up / spin down)	-0.02769 / -0.02773	Eh

Results of the Löwdin charge analysis, in e, for atoms 1 through 5: atom 1 (C): -0.1104, atom 2 (C): -0.2668, atom 3 (C): -0.6144, atom 4 (Br): 0.7128, atom 5 (C): -0.0873